# C20H16BrN2O3RuS

A molecular structure, C20H16BrN2O3RuS (ωB97M-V/def2-TZVPD, the OMol25 dataset).

Each line ends with the Mulliken charge.
Positions of all 44 atoms, in Å:
Ru1 0.400 0.023 -0.241  0.619
O1 -0.241 -0.129 2.046  -0.383
C1 -0.863 -1.377 2.378  -0.432
C2 -1.280 -2.068 1.114  0.571
C3 -2.002 -3.249 1.140  -0.773
C4 -2.358 -3.855 -0.051  -0.250
C5 -1.998 -3.267 -1.263  -0.854
C6 -1.298 -2.087 -1.227  -0.288
N1 -0.944 -1.502 -0.056  0.132
H1 0.069 0.297 2.856  0.338
H2 -1.743 -1.201 2.998  0.424
H3 -0.176 -2.018 2.933  0.411
H4 -2.282 -3.682 2.091  0.500
H5 -2.919 -4.780 -0.044  0.461
H6 -2.265 -3.713 -2.210  0.452
H7 -1.006 -1.578 -2.138  0.651
S1 -2.690 2.908 -1.854  -0.066
C7 -2.016 1.428 -1.443  -0.086
N2 -0.896 1.484 -0.737  0.098
C8 -0.519 2.815 -0.475  0.396
C9 0.574 3.241 0.273  -0.405
C10 0.774 4.598 0.419  -0.840
C11 -0.105 5.521 -0.159  -0.594
C12 -1.204 5.108 -0.884  -0.514
C13 -1.402 3.740 -1.035  0.408
H8 -2.481 0.496 -1.732  0.475
H9 1.240 2.529 0.750  0.430
H10 1.616 4.957 0.995  0.422
H11 0.069 6.580 -0.025  0.433
H12 -1.890 5.828 -1.310  0.444
Br1 7.135 0.927 -3.362  0.199
C14 6.268 -0.036 -2.075  0.075
C15 6.986 -1.004 -1.330  -0.303
C16 6.317 -1.739 -0.386  -0.732
C17 4.945 -1.529 -0.176  -0.220
C18 4.238 -0.552 -0.909  0.163
C19 4.882 0.205 -1.856  -0.155
C20 2.790 -0.347 -0.665  1.436
O2 2.094 -1.177 0.001  -0.751
O3 2.173 0.679 -1.113  -0.810
H13 8.042 -1.158 -1.510  0.477
H14 6.847 -2.484 0.193  0.457
H15 4.416 -2.122 0.560  0.449
H16 4.354 0.960 -2.423  0.529

Computed properties:
Expectation value of S²: 6.04
Frontier orbital gap (spin up / spin down), eV: 7.56 / 4.47
LUMO level (spin up / spin down), eV: -9.64 / -12.77
Multiplicity: 5
Net charge: +3